Entry from the OMol25 dataset: a 3-piece molecular cluster, C11H27F2NO4S overall (ωB97M-V/def2-TZVPD).

Structure (XYZ):
```
46
Properties=species:S:1:pos:R:3:lowdin_charge:R:1
C -7.073 -4.100 1.612 -0.09
C -6.949 -2.697 1.011 -0.17
C -6.310 -2.604 -0.366 -0.40
F -5.697 -1.378 -0.496 0.02
N -5.263 -3.608 -0.562 -0.06
S -4.482 -3.574 -2.011 0.58
O -3.993 -4.877 -2.262 -0.23
O -5.195 -2.846 -2.990 -0.23
F -3.273 -2.690 -1.588 -0.13
H -7.277 -4.024 2.677 0.08
H -6.157 -4.678 1.501 0.06
H -7.884 -4.659 1.145 0.08
H -6.396 -2.049 1.690 0.12
H -7.950 -2.272 0.924 0.12
H -7.068 -2.652 -1.152 0.15
H -5.629 -4.554 -0.500 0.11
C 1.505 1.812 -1.003 -0.07
C 0.776 0.905 -0.027 -0.28
O -0.614 0.785 -0.268 -0.16
C -0.983 0.259 -1.530 -0.28
C -0.461 -1.141 -1.799 -0.09
H 1.066 2.810 -1.000 0.08
H 2.555 1.897 -0.721 0.06
H 1.465 1.432 -2.025 0.07
H 0.852 1.316 0.980 0.12
H 1.249 -0.084 -0.001 0.11
H -0.680 0.940 -2.334 0.11
H -2.073 0.248 -1.521 0.12
H 0.628 -1.177 -1.830 0.07
H -0.833 -1.497 -2.760 0.08
H -0.796 -1.829 -1.022 0.07
C 5.814 1.638 2.296 -0.08
C 5.635 1.993 0.829 -0.28
O 5.110 3.289 0.608 -0.17
C 5.880 4.367 1.109 -0.28
C 7.282 4.454 0.530 -0.08
H 4.867 1.729 2.829 0.08
H 6.169 0.611 2.389 0.08
H 6.541 2.285 2.789 0.07
H 4.911 1.313 0.379 0.11
H 6.576 1.859 0.284 0.11
H 5.921 4.335 2.204 0.11
H 5.317 5.260 0.840 0.12
H 7.889 3.585 0.788 0.07
H 7.788 5.338 0.919 0.08
H 7.242 4.527 -0.558 0.08
```

Values from the calculation:
highest occupied orbital energy = -0.346 Eh
structure (SMILES) = CC[C@@H](F)NS(=O)(=O)F.CCOCC.CCOCC
largest force on an atom = 0.49 eV Å⁻¹
Kohn-Sham gap = 0.3662 Eh
E = -37794.0322 eV


Entry from the OMol25 dataset: C11H27I2LuOP2 as an isolated structure in a non-equilibrium geometry (ωB97M-V/def2-TZVPD).

Structure (XYZ):
```
44
Properties=species:S:1:pos:R:3:lowdin_charge:R:1
I -0.118 -3.219 -0.604 0.15
I -0.135 0.943 -3.565 0.73
Lu -0.120 -0.446 -1.037 0.47
P -2.852 -0.135 -1.011 0.68
C -3.480 -0.166 -2.717 -0.28
C -3.924 -1.335 -0.180 -0.24
H -4.955 -0.963 -0.220 0.07
H -4.570 1.416 -0.322 0.07
H -3.620 -1.473 0.859 0.05
H -3.087 1.623 0.673 0.05
H -3.278 -1.154 -3.147 0.06
H -3.851 -2.295 -0.696 0.06
C -3.469 1.463 -0.348 -0.25
H -4.553 0.028 -2.718 0.07
H -3.132 2.295 -0.987 0.05
H -2.958 0.578 -3.330 -0.02
P 2.608 -0.124 -1.055 0.69
C 3.211 -0.200 -2.784 -0.28
C 3.241 1.451 -0.402 -0.24
H 3.337 -1.476 0.830 0.05
H 4.693 -1.054 -0.277 0.07
H 3.511 -2.344 -0.720 0.06
C 3.638 -1.367 -0.221 -0.24
H 2.900 1.612 0.623 0.04
H 4.336 1.428 -0.407 0.07
H 4.291 -0.021 -2.817 0.07
H 2.676 0.552 -3.390 -0.02
H 2.881 2.280 -1.023 0.06
H 2.980 -1.192 -3.202 0.07
C -0.310 2.037 -0.773 -0.25
O -0.250 3.184 -0.665 0.15
C 1.624 0.165 3.140 -0.06
C 0.455 -0.560 2.460 -0.47
C -0.744 -0.636 3.414 -0.05
C 0.079 0.160 1.171 -0.20
H 1.352 1.207 3.378 0.10
H 2.512 0.188 2.492 0.07
H 1.865 -0.348 4.074 0.10
H 0.761 -1.594 2.215 0.12
H -1.085 0.386 3.650 0.10
H -1.583 -1.195 2.998 0.08
H -0.441 -1.123 4.343 0.10
H -1.026 0.296 1.124 0.05
H 0.590 1.127 1.172 0.05
```

Values from the calculation:
total charge = +2
highest occupied orbital energy (spin up / spin down) = -0.565 / -0.568 Eh
relative energy (zero: lowest compared OMol25 entry of this formula, charge and spin) = 0.000 eV
largest force on an atom = 4.78 eV Å⁻¹
Kohn-Sham gap (spin up / spin down) = 0.1531 / 0.2168 Eh
E = -82276.7795 eV


Entry from the OMol25 dataset: C11H28BiCl2NO2P as an isolated structure in a non-equilibrium geometry (ωB97M-V/def2-TZVPD).

Structure (XYZ):
```
46
Properties=species:S:1:pos:R:3:lowdin_charge:R:1
Bi -0.212 0.193 -0.881 0.63
Cl 1.205 0.439 -2.918 -0.36
Cl -2.016 -1.402 -1.189 -0.42
H -1.149 1.646 -0.513 -0.27
H 0.886 -0.707 0.181 -0.22
P 0.089 0.020 -5.786 1.00
C 1.740 -0.530 -6.519 -0.56
C -1.079 -0.825 -6.964 -0.60
C 0.105 1.760 -6.499 -0.56
C 2.333 -1.602 -5.605 -0.16
H 2.334 0.392 -6.415 0.09
C 1.799 -0.977 -7.980 -0.13
H 1.223 -1.894 -8.167 0.06
H 2.855 -1.194 -8.201 0.07
H 1.471 -0.207 -8.689 0.05
H 2.340 -1.273 -4.560 0.00
H 3.369 -1.796 -5.913 0.07
H 1.773 -2.543 -5.668 0.07
H 1.121 2.089 -6.222 0.09
C -0.907 2.602 -5.719 -0.15
C -0.054 1.932 -8.010 -0.12
H 0.826 1.587 -8.568 0.05
H -0.161 3.010 -8.207 0.07
H -0.946 1.431 -8.411 0.06
H -0.767 2.491 -4.636 0.06
H -1.940 2.328 -5.970 0.06
H -0.764 3.659 -5.979 0.07
C -1.107 -2.332 -6.685 -0.13
H -0.639 -0.635 -7.954 0.07
C -2.495 -0.246 -6.898 -0.13
H -0.167 -2.835 -6.934 0.05
H -1.899 -2.776 -7.302 0.07
H -1.339 -2.538 -5.630 0.08
H -2.854 -0.171 -5.861 0.08
H -3.162 -0.930 -7.438 0.07
H -2.582 0.739 -7.366 0.05
N -1.958 -0.401 4.423 0.13
C -0.636 0.267 4.496 -0.08
C -0.293 0.521 3.012 -0.69
O 0.689 1.229 2.779 -0.02
O -1.108 -0.033 2.179 -0.15
H -2.668 0.304 4.640 0.16
H -2.048 -1.170 5.069 0.14
H -2.024 -0.677 3.390 0.13
H -0.700 1.182 5.070 0.12
H 0.074 -0.421 4.970 0.13
```

Values from the calculation:
total charge = -1
highest occupied orbital energy = -0.052 Eh
largest force on an atom = 3.36 eV Å⁻¹
Kohn-Sham gap = 0.1131 Eh
E = -57618.4584 eV


Entry from the OMol25 dataset: C11H29AsO5PRuS2 as an isolated structure (ωB97M-V/def2-TZVPD).

Structure (XYZ):
```
50
Properties=species:S:1:pos:R:3:mulliken_spin:R:1
Ru -0.131 0.110 0.487 0.90
C 0.845 2.853 1.063 0.00
O 0.146 2.179 -0.011 0.01
C -1.171 2.719 -0.305 0.00
C -2.144 2.411 0.819 0.00
O -1.866 1.083 1.325 -0.01
C -3.044 0.376 1.753 0.00
H 0.867 3.922 0.854 0.00
H 1.859 2.464 1.064 0.00
H 0.355 2.667 2.021 0.00
H -1.471 2.218 -1.218 0.00
H -1.088 3.792 -0.477 0.00
H -3.158 2.450 0.419 0.00
H -2.074 3.107 1.655 0.00
H -3.651 0.111 0.887 0.00
H -3.615 1.008 2.433 0.00
H -2.711 -0.515 2.278 0.00
C 4.348 -4.624 0.439 0.00
C 2.866 -4.609 0.687 0.00
O 2.292 -3.337 0.175 0.00
P 1.892 -2.093 1.000 0.00
S 2.010 -0.413 -0.175 0.03
S -0.069 -1.982 1.465 0.04
O 2.813 -2.126 2.245 0.00
C 2.769 -1.208 3.395 0.00
C 4.083 -1.314 4.118 0.00
H 4.747 -5.586 0.763 0.00
H 4.850 -3.841 1.006 0.00
H 4.570 -4.502 -0.620 0.00
H 2.620 -4.686 1.745 0.00
H 2.336 -5.376 0.131 0.00
H 1.928 -1.524 4.009 0.00
H 2.589 -0.203 3.007 0.00
H 4.238 -2.326 4.489 0.00
H 4.073 -0.635 4.971 0.00
H 4.912 -1.039 3.469 0.00
C 0.115 -2.250 -2.497 0.00
As -1.555 -1.469 -2.022 -0.01
C -2.412 -0.738 -3.555 0.00
C -2.693 -2.755 -1.199 0.00
O -1.380 -0.109 -0.967 0.05
H -0.074 -2.970 -3.294 0.00
H 0.544 -2.760 -1.637 0.00
H 0.790 -1.476 -2.853 0.00
H -2.577 -1.524 -4.290 0.00
H -1.778 0.039 -3.979 0.00
H -3.366 -0.312 -3.251 0.00
H -2.943 -3.511 -1.943 0.00
H -3.603 -2.259 -0.866 0.00
H -2.185 -3.217 -0.354 0.00
```

Values from the calculation:
total charge = +2
multiplicity = 2
highest occupied orbital energy (spin up / spin down) = -0.559 / -0.561 Eh
relative energy (zero: lowest compared OMol25 entry of this formula, charge and spin) = 0.000 eV
largest force on an atom = 0.72 eV Å⁻¹
Kohn-Sham gap (spin up / spin down) = 0.2937 / 0.2887 Eh
E = -116481.9602 eV


Entry from the OMol25 dataset: C11H29BaF3NO18S3 as an isolated structure in a non-equilibrium geometry (ωB97M-V/def2-TZVPD).

Structure (XYZ):
```
66
Properties=species:S:1:pos:R:3:mulliken_spin:R:1
Ba 9.915 -4.256 -4.623 0.00
S 10.389 -7.588 -2.975 0.00
O 9.916 -6.225 -2.930 0.00
O 11.771 -7.591 -3.417 0.00
O 10.225 -8.141 -1.628 0.00
O 9.597 -8.385 -3.900 0.00
S 7.975 -3.218 -1.436 -0.07
O 6.636 -3.148 -1.963 0.00
O 8.293 -4.569 -0.913 0.17
O 8.889 -2.842 -2.496 0.42
O 8.323 -2.122 -0.568 0.48
C 12.921 0.410 -4.518 0.00
F 13.420 0.394 -5.850 0.00
F 13.864 -0.166 -3.810 0.00
F 12.685 1.688 -4.185 0.00
S 11.260 -0.627 -4.466 0.00
O 10.329 0.096 -5.333 0.00
O 11.425 -2.055 -4.961 0.00
O 10.842 -0.573 -3.068 0.00
C 14.583 -5.064 -4.588 0.00
C 13.675 -5.487 -5.715 0.00
O 12.369 -5.665 -5.210 0.00
O 14.348 -3.692 -4.239 0.00
H 15.588 -5.121 -5.005 0.00
H 14.620 -5.751 -3.743 0.00
H 14.022 -6.400 -6.197 0.00
H 13.651 -4.763 -6.530 0.00
H 12.434 -6.268 -4.467 0.00
H 13.417 -3.584 -4.032 0.00
C 9.199 -7.348 -7.033 0.00
C 10.546 -8.139 -7.192 0.00
O 10.877 -8.505 -8.516 0.00
O 9.176 -6.708 -5.777 0.00
H 8.283 -7.867 -7.317 0.00
H 9.271 -6.485 -7.694 0.00
H 10.542 -9.094 -6.665 0.00
H 11.376 -7.524 -6.846 0.00
H 10.113 -8.960 -8.877 0.00
H 9.298 -7.382 -5.105 0.00
C 6.116 -5.565 -4.349 0.00
C 5.121 -5.013 -5.485 0.00
O 4.194 -6.006 -5.805 0.00
O 7.197 -4.652 -4.137 0.00
H 6.499 -6.518 -4.712 0.00
H 5.641 -5.798 -3.396 0.00
H 5.700 -4.767 -6.375 0.00
H 4.737 -4.054 -5.136 0.00
H 3.550 -5.647 -6.420 0.00
H 6.934 -4.061 -3.428 0.00
C 6.633 -2.027 -7.353 0.00
C 7.857 -2.763 -6.832 0.00
C 9.034 -2.905 -7.793 0.00
O 9.991 -3.873 -7.289 0.00
C 11.106 -4.128 -8.090 0.00
N 8.172 -2.140 -5.627 0.00
H 5.862 -2.009 -6.583 0.00
H 6.287 -2.427 -8.306 0.00
H 7.002 -1.036 -7.617 0.00
H 7.536 -3.791 -6.663 0.00
H 9.441 -1.920 -8.022 0.00
H 8.622 -3.320 -8.713 0.00
H 11.800 -4.859 -7.676 0.00
H 11.560 -3.142 -8.195 0.00
H 10.908 -4.427 -9.119 0.00
H 7.330 -1.920 -5.115 0.00
H 8.501 -1.209 -5.840 0.00
```

Values from the calculation:
total charge = -2
multiplicity = 2
highest occupied orbital energy (spin up / spin down) = -0.077 / -0.077 Eh
largest force on an atom = 4.73 eV Å⁻¹
Kohn-Sham gap (spin up / spin down) = 0.2074 / 0.1761 Eh
E = -91576.9271 eV


Entry from the OMol25 dataset: C11H29Cl2CrFNO9P2 as an isolated structure in a non-equilibrium geometry (ωB97M-V/def2-TZVPD).

Structure (XYZ):
```
56
Properties=species:S:1:pos:R:3:mulliken_spin:R:1
Cr -22.220 -26.144 15.554 3.98
F -21.912 -24.240 15.626 -0.01
C -21.432 -22.255 18.596 0.00
C -21.460 -21.157 17.551 0.00
O -21.623 -19.981 17.815 0.00
N -21.139 -21.561 16.290 0.00
C -21.197 -20.649 15.154 0.00
H -21.107 -23.183 18.123 0.00
H -22.413 -22.391 19.049 0.00
H -20.737 -21.985 19.389 0.00
H -21.248 -22.560 16.148 0.00
H -22.256 -20.381 15.066 0.00
H -20.888 -21.111 14.221 0.00
H -20.666 -19.731 15.388 0.00
C -26.114 -26.459 12.112 0.00
O -25.170 -25.378 11.996 0.00
P -23.676 -25.401 12.379 0.01
O -23.366 -25.759 13.788 0.00
O -22.947 -26.378 11.364 0.00
C -22.728 -25.914 10.015 0.00
O -23.140 -23.978 12.026 0.00
C -21.925 -23.442 12.595 0.00
H -25.838 -27.104 12.941 0.00
H -26.170 -26.941 11.137 0.00
H -27.119 -26.075 12.268 0.00
H -22.996 -24.876 9.838 0.00
H -23.351 -26.485 9.327 0.00
H -21.684 -26.097 9.778 0.00
H -22.148 -22.469 13.023 0.00
H -21.301 -23.294 11.713 0.00
H -21.442 -24.102 13.308 0.00
C -18.636 -23.831 14.976 0.00
O -18.138 -25.108 14.530 0.00
P -18.968 -26.416 14.743 0.00
O -20.422 -26.261 14.462 0.00
O -18.225 -27.504 13.904 0.00
C -18.765 -27.887 12.625 0.00
O -18.739 -26.762 16.258 0.02
C -17.430 -26.754 16.833 0.00
H -18.740 -23.782 16.061 0.00
H -19.546 -23.605 14.431 0.00
H -17.884 -23.064 14.799 0.00
H -19.846 -27.801 12.533 0.00
H -18.421 -28.892 12.407 0.00
H -18.367 -27.234 11.845 0.00
H -17.363 -26.028 17.648 0.00
H -16.637 -26.472 16.144 0.00
H -17.222 -27.689 17.349 0.00
Cl -26.338 -21.370 16.930 0.00
C -24.966 -22.266 16.239 0.00
C -24.916 -22.365 14.743 0.00
Cl -24.971 -20.794 13.920 0.00
H -25.055 -23.252 16.698 0.00
H -24.006 -21.901 16.606 0.00
H -25.733 -22.967 14.353 0.00
H -23.941 -22.800 14.519 0.00
```

Values from the calculation:
total charge = +1
multiplicity = 5
highest occupied orbital energy (spin up / spin down) = -0.415 / -0.415 Eh
relative energy (zero: lowest compared OMol25 entry of this formula, charge and spin) = 0.000 eV
largest force on an atom = 3.24 eV Å⁻¹
Kohn-Sham gap (spin up / spin down) = 0.2513 / 0.2535 Eh
E = -106556.3987 eV


Entry from the OMol25 dataset: a 5-piece molecular cluster, C11H29Cl6O12P3 overall in a non-equilibrium geometry (ωB97M-V/def2-TZVPD).

Structure (XYZ):
```
61
Properties=species:S:1:pos:R:3:mulliken_spin:R:1
C 0.255 2.825 3.983 0.17
O 0.950 4.040 4.301 -0.06
P 0.750 4.651 5.802 -0.02
O 1.036 3.692 6.901 0.00
O 1.753 5.939 5.685 -0.01
C 3.101 5.917 6.166 0.04
O -0.788 5.198 5.795 -0.03
C -1.660 5.004 6.802 0.03
H -0.453 2.334 4.650 -0.03
H 0.785 2.118 3.344 -0.02
H -0.465 3.185 3.249 -0.03
H 3.039 6.517 7.073 0.00
H 3.748 6.457 5.474 -0.01
H 3.520 4.959 6.475 0.00
H -1.760 5.857 7.473 0.00
H -1.380 4.105 7.351 0.01
H -2.609 4.839 6.291 -0.01
C -3.459 -5.004 0.554 0.46
O -2.359 -4.121 0.626 -0.16
P -2.314 -2.579 1.131 0.17
O -3.637 -1.995 1.237 0.00
O -1.415 -1.795 -0.005 -0.20
C -1.965 -1.455 -1.272 0.14
O -1.378 -2.554 2.542 -0.40
C -1.644 -3.450 3.584 0.88
H -3.235 -5.927 1.089 -0.07
H -3.489 -5.310 -0.492 -0.01
H -4.385 -4.596 0.957 0.01
H -3.016 -1.742 -1.228 -0.04
H -1.364 -1.957 -2.031 0.01
H -1.917 -0.378 -1.430 0.00
H -2.064 -2.825 4.373 -0.01
H -0.703 -3.835 3.977 -0.31
H -2.262 -4.324 3.380 0.01
C 1.787 1.217 -8.653 0.02
O 1.212 1.357 -7.414 -0.01
P 0.760 -0.010 -6.595 -0.03
O 1.887 -0.959 -6.350 0.00
O -0.462 -0.567 -7.521 -0.02
C -1.459 0.280 -8.105 0.06
O 0.000 0.494 -5.232 -0.06
C 0.722 0.985 -4.095 0.05
H 2.084 0.181 -8.818 0.00
H 2.647 1.879 -8.759 -0.01
H 1.217 1.362 -9.570 0.00
H -1.403 0.205 -9.191 0.00
H -1.393 1.325 -7.800 0.00
H -2.470 0.111 -7.733 -0.01
H 1.274 0.077 -3.852 0.08
H 0.004 1.289 -3.333 -0.06
H 1.375 1.833 -4.298 0.01
C 2.653 -5.810 0.527 0.76
Cl 3.378 -7.202 -0.318 -0.23
Cl 0.967 -6.020 0.798 -0.16
Cl 2.908 -4.296 -0.368 0.14
H 3.039 -5.804 1.547 -0.46
C 1.978 -1.256 0.309 0.73
Cl 1.202 -1.159 -1.274 -0.10
Cl 1.413 0.082 1.379 -0.20
Cl 3.668 -1.206 0.056 -0.03
H 1.794 -2.178 0.859 0.01
```

Values from the calculation:
total charge = -1
multiplicity = 2
highest occupied orbital energy (spin up / spin down) = 0.025 / -0.301 Eh
largest force on an atom = 5.18 eV Å⁻¹
Kohn-Sham gap (spin up / spin down) = 0.0511 / 0.3749 Eh
E = -139451.6661 eV


Entry from the OMol25 dataset: a 3-piece molecular cluster, C11H29N3O5 overall (ωB97M-V/def2-TZVPD).

Structure (XYZ):
```
48
Properties=species:S:1:pos:R:3:lowdin_charge:R:1
O 2.981 -3.307 0.128 0.15
C 2.478 -2.533 -0.613 -0.57
O 3.115 -2.132 -1.774 0.06
N 1.227 -1.899 -0.398 0.05
C 0.273 -2.318 -1.441 -0.18
C -1.093 -1.642 -1.379 -0.23
O -2.072 -2.472 -0.716 -0.09
H 3.454 -2.919 -2.231 0.13
H 1.360 -0.884 -0.418 0.10
H 0.093 -3.395 -1.307 0.13
H 0.694 -2.189 -2.454 0.11
H -1.437 -1.495 -2.414 0.12
H -1.085 -0.668 -0.870 0.09
H -2.812 -2.561 -1.330 0.08
C -1.046 -1.122 2.290 -0.05
C -1.333 0.355 2.530 -0.43
C -2.305 0.625 3.685 -0.21
O -3.660 0.347 3.389 -0.19
C -4.052 -1.005 3.536 -0.11
N -1.785 0.961 1.271 0.05
H -1.875 -1.620 1.786 0.06
H -0.176 -1.232 1.646 0.06
H -0.850 -1.650 3.226 0.08
H -0.390 0.841 2.805 0.12
H -2.274 1.692 3.923 0.12
H -1.996 0.076 4.585 0.12
H -3.529 -1.479 4.373 0.09
H -3.868 -1.587 2.630 0.08
H -5.122 -1.012 3.742 0.09
H -1.871 1.967 1.389 0.07
H -2.732 0.637 1.095 0.08
C 2.707 3.120 -2.644 -0.07
C 1.873 1.879 -2.939 -0.43
C 0.738 1.645 -1.936 -0.19
O 1.160 1.122 -0.690 -0.23
C 1.600 2.065 0.269 -0.09
N 2.764 0.721 -3.072 0.05
H 3.393 2.950 -1.814 0.07
H 3.310 3.378 -3.514 0.08
H 2.075 3.976 -2.398 0.08
H 1.386 2.027 -3.909 0.14
H 0.063 0.893 -2.352 0.11
H 0.150 2.557 -1.775 0.12
H 1.020 2.990 0.201 0.09
H 2.661 2.297 0.155 0.08
H 1.445 1.624 1.253 0.08
H 2.233 -0.093 -3.368 0.06
H 3.110 0.469 -2.150 0.06
```

Values from the calculation:
highest occupied orbital energy = -0.335 Eh
structure (SMILES) = COC[C@@H](C)N.COC[C@@H](C)N.O=C(O)NCCO
largest force on an atom = 0.86 eV Å⁻¹
Kohn-Sham gap = 0.3571 Eh
E = -26583.7391 eV